170
Properties=species:S:1:pos:R:3:forces:R:3 method="wB97M-V/def2-TZVPD" charge=0 e_tot_ev=-79228.6217 relative_energy_kcal_mol=0.0 fmax_ev_per_a=3.38 smiles="CCN(CC)CC.CCN(CC)CC.CCN(CC)CC.CCN(CC)CC.CCN(CC)CC.O=C1CCCO1.O=C1CCCO1.CC(N)=O.CC(N)=O.CC(N)=O.CC(N)=O" gap_ev=8.204 spin_multiplicity=1
C -1.13073 -3.00771 6.64468 0.21 -0.37 -0.17
C -0.98398 -2.74161 5.12852 -0.91 0.76 -0.44
N -1.48564 -1.40378 4.69561 0.08 -0.28 -0.59
C -1.77942 -1.33327 3.22140 -0.16 -0.42 0.73
C -0.74472 -1.99757 2.28554 0.12 0.21 0.53
C -0.53024 -0.37804 5.06092 0.27 0.55 0.05
C -1.01584 1.02405 4.75292 -0.35 1.13 -0.44
H -1.85572 -3.80143 6.82671 -0.21 0.14 -0.11
H -1.44377 -2.14607 7.23340 0.02 0.14 -0.27
H -0.21345 -3.39696 7.08766 0.18 0.20 -0.10
H 0.03352 -2.87340 4.75408 0.31 -0.10 0.32
H -1.57957 -3.46565 4.57108 -0.07 -0.11 0.09
H -2.79364 -1.71788 3.11447 0.20 -0.52 -0.18
H -1.91140 -0.29110 2.93227 0.31 0.07 0.20
H -0.83791 -3.08117 2.20672 -0.32 0.00 -0.14
H -0.72295 -1.53208 1.29996 -0.22 -0.15 -0.07
H 0.25370 -1.85138 2.70146 0.08 0.19 0.05
H 0.40586 -0.51629 4.51165 0.48 -0.21 0.21
H -0.34589 -0.43501 6.13396 0.19 -0.26 -0.03
H -0.66715 1.82904 5.40180 -0.11 -0.48 0.80
H -2.10591 1.02631 4.72451 -0.03 0.21 0.19
H -0.67136 1.47565 3.82026 -0.07 -0.71 -0.55
C -4.41648 1.85896 1.31003 -0.27 0.16 -0.19
C -5.20796 3.15556 1.10509 0.51 0.81 0.88
N -5.51654 3.82892 2.41371 0.09 -1.06 -0.55
C -6.20867 2.97274 3.35379 0.83 -0.34 1.35
C -7.64042 2.58981 3.07284 -0.04 -0.08 -0.74
C -6.11193 5.14106 2.31988 -0.09 0.25 -0.30
C -5.13746 6.19353 1.84803 0.03 0.53 -0.70
H -4.03202 1.43804 0.38033 -0.28 0.17 -0.25
H -5.05623 1.09645 1.75360 0.30 -0.12 0.19
H -3.52280 2.05072 1.90435 -0.20 -0.02 0.35
H -4.55602 3.82906 0.54836 -0.16 0.13 -0.08
H -6.11025 3.01078 0.50660 -0.17 -0.17 -0.12
H -6.07354 3.45697 4.32305 -0.39 0.11 0.16
H -5.64548 2.04663 3.47624 0.17 0.02 -0.12
H -8.26097 3.48184 2.98785 -0.24 -0.19 -0.19
H -8.09897 1.88017 3.76160 0.25 0.25 0.44
H -7.58919 2.02769 2.13832 -0.51 0.28 -0.35
H -6.98352 5.17045 1.65879 -0.20 -0.14 -0.37
H -6.54011 5.49043 3.26067 0.31 -0.58 0.46
H -4.10535 6.04085 2.16260 -0.12 -0.17 0.25
H -5.13823 6.23644 0.75797 0.17 0.05 -0.07
H -5.47583 7.17069 2.19425 0.12 0.09 -0.02
C 4.29328 -3.40267 -2.10540 0.16 0.07 -0.55
C 5.48663 -2.91754 -2.93066 0.81 -0.72 -0.14
N 5.47776 -3.13787 -4.39462 -0.82 -0.03 0.25
C 6.73829 -2.75011 -5.02039 0.39 -1.61 0.84
C 6.91433 -3.29858 -6.43552 -0.30 0.76 -0.53
C 4.30052 -2.53560 -4.97992 0.22 1.31 -0.10
C 4.18550 -0.98047 -4.82603 -0.28 -0.85 0.28
H 4.62853 -3.47978 -1.07101 -0.16 0.29 0.10
H 4.07125 -4.42666 -2.40908 -0.31 0.02 -0.14
H 3.41036 -2.76650 -2.17425 -0.11 -0.09 0.06
H 5.77363 -1.88852 -2.70430 -0.06 0.15 0.31
H 6.25623 -3.58268 -2.53407 0.61 0.32 -0.23
H 6.97313 -1.69094 -4.89319 -0.01 0.26 -0.34
H 7.46249 -3.30128 -4.41707 0.32 0.27 0.14
H 6.45480 -2.62242 -7.15841 -0.22 -0.14 -0.15
H 7.95246 -3.36941 -6.76139 0.16 0.14 0.39
H 6.49261 -4.29497 -6.56537 -0.18 0.07 0.26
H 3.45125 -2.94695 -4.43415 -0.21 -0.13 -0.41
H 4.22773 -2.75493 -6.04555 -0.01 -0.40 0.05
H 3.25600 -0.69294 -5.31827 -0.04 0.24 0.14
H 4.98888 -0.36540 -5.23116 0.15 -0.30 -0.14
H 4.12066 -0.78516 -3.75506 -0.16 0.38 -0.02
C 8.94828 -0.88873 -2.63168 0.33 0.27 0.93
C 8.03774 0.32859 -2.55322 0.32 -0.22 -0.64
N 7.02928 0.13809 -1.55681 -1.42 0.16 0.52
C 7.43044 -0.03724 -0.17194 0.60 0.13 -0.01
C 8.16251 1.12416 0.52304 -0.14 -0.24 -0.19
C 5.90937 1.06329 -1.71987 -0.81 0.59 -0.50
C 4.78881 0.99839 -0.69067 0.37 -0.95 0.45
H 9.55320 -0.97168 -1.72699 0.00 0.00 0.14
H 9.68756 -0.86087 -3.43155 -0.41 -0.06 -0.33
H 8.28817 -1.75578 -2.63323 0.28 -0.19 -0.41
H 8.56574 1.28061 -2.44838 0.38 0.13 0.15
H 7.54036 0.39750 -3.52277 -0.26 0.09 -0.03
H 6.52675 -0.30828 0.37213 0.19 -0.06 0.16
H 8.12200 -0.87628 -0.08556 -0.23 -0.28 -0.22
H 9.12600 1.31930 0.05082 -0.01 0.05 -0.12
H 7.59171 2.05283 0.53638 -0.04 -0.01 0.11
H 8.38200 0.78850 1.53706 -0.07 0.26 0.14
H 5.44825 0.93095 -2.70086 0.20 -0.42 -0.23
H 6.18659 2.12149 -1.75704 0.64 0.25 0.15
H 4.35527 -0.00079 -0.61331 0.23 -0.28 -0.20
H 3.92186 1.62640 -0.89090 0.45 0.44 -0.07
H 5.21645 1.19653 0.29205 -0.47 0.41 0.12
C -7.20959 -0.24884 0.17896 -0.11 -0.01 1.23
C -6.34586 -1.29808 0.87295 -0.20 -0.28 -1.18
N -5.18469 -1.67082 0.00084 0.04 -0.48 0.52
C -5.47097 -2.39356 -1.21330 -0.92 0.69 -0.77
C -4.33600 -2.44218 -2.26027 -0.88 -0.55 0.33
C -4.12411 -2.34674 0.71442 0.97 1.52 2.10
C -4.31477 -3.73613 1.25776 -1.47 -1.37 -0.44
H -7.73752 -0.69161 -0.66452 0.36 0.54 -0.40
H -6.62529 0.66356 0.06006 -0.04 -0.10 -0.92
H -7.99672 0.05734 0.87068 -0.16 -0.16 0.11
H -6.04177 -0.92394 1.85055 0.64 0.04 -0.21
H -7.02418 -2.12117 1.11269 0.18 -0.57 -0.09
H -5.79410 -3.42677 -1.05976 -0.04 -0.26 0.26
H -6.34338 -1.91422 -1.66092 0.03 0.06 -0.19
H -4.83963 -2.69695 -3.19393 0.18 0.06 -0.20
H -3.77777 -1.51754 -2.40263 0.03 -0.03 0.25
H -3.69682 -3.29437 -2.03162 0.45 0.30 -0.03
H -3.97244 -1.67512 1.56149 0.33 -0.05 0.12
H -3.17079 -2.31677 0.18419 -0.13 0.10 -0.45
H -3.60167 -4.16577 1.96115 0.68 0.51 -0.39
H -4.43079 -4.39797 0.39683 0.35 -0.45 0.09
H -5.24628 -3.90689 1.80212 -0.32 0.55 -0.01
O -3.37297 3.22277 -1.73961 -1.02 -0.97 -0.91
C -4.02691 2.44633 -2.41205 2.63 0.49 0.32
C -3.54165 1.54161 -3.57122 0.14 0.79 -0.69
C -4.83729 1.25712 -4.27658 -0.38 -0.34 0.39
C -5.81608 1.30025 -3.08318 -0.21 -1.72 -2.53
O -5.31253 2.26210 -2.21268 -1.12 0.67 0.66
H -2.89082 2.06656 -4.27008 0.38 0.20 0.55
H -3.03156 0.62467 -3.27696 -0.02 0.15 0.48
H -5.08938 2.05057 -4.98061 0.05 0.07 0.03
H -4.86486 0.31341 -4.82037 -0.05 -0.03 0.13
H -6.76036 1.51585 -3.58212 -0.45 0.44 1.15
H -5.82956 0.31615 -2.61327 -0.24 0.10 0.31
O 3.96790 -4.20665 3.27932 -0.49 0.29 -0.42
C 3.56728 -3.08829 3.04058 0.74 -1.65 2.18
C 3.11774 -2.08494 4.06654 0.25 -1.19 0.14
C 3.30751 -0.80790 3.35501 -0.42 1.94 -1.17
C 3.08285 -1.21056 1.89923 -0.20 -0.05 -0.16
O 3.62999 -2.53236 1.88279 0.27 -0.01 -3.22
H 2.05794 -2.25492 4.25792 0.14 -0.17 0.63
H 3.82371 -2.32310 4.86106 -0.71 0.46 0.66
H 2.56424 -0.03996 3.56881 0.32 0.17 0.40
H 4.31851 -0.41065 3.44471 -0.07 0.12 0.16
H 2.03412 -1.30098 1.61012 -0.21 0.13 0.31
H 3.53327 -0.62209 1.10278 0.37 0.04 0.48
C -2.08189 6.84676 -1.34075 -1.52 -1.26 -0.18
C -0.90419 5.95306 -1.04957 -1.11 0.66 -1.12
N -0.97411 4.63137 -1.24860 -0.55 0.06 -0.26
O 0.09024 6.51128 -0.70598 2.97 0.91 1.32
H -2.20360 7.59837 -0.56319 0.15 -0.05 -0.12
H -2.96787 6.20897 -1.38658 -0.39 0.21 0.21
H -2.05190 7.30525 -2.32886 0.53 0.11 0.09
H -1.80110 4.24011 -1.67971 0.33 -0.34 0.28
H -0.10774 4.11609 -1.23413 -0.24 -0.12 -0.11
C -0.88158 -4.84774 -2.00616 -0.05 -1.57 -0.73
C -0.09646 -3.85972 -1.21747 -1.99 -0.29 -1.93
N 0.82545 -4.30123 -0.41977 1.89 -0.25 1.76
O -0.35181 -2.67802 -1.33232 -0.08 1.15 0.19
H -1.48379 -4.41397 -2.80194 -0.02 0.32 0.38
H -1.48383 -5.50942 -1.38195 -0.28 0.39 0.26
H -0.24544 -5.58229 -2.50470 0.40 0.14 -0.05
H 1.19648 -5.23760 -0.39685 -0.18 0.16 0.00
H 1.27223 -3.55682 0.09688 0.43 -0.37 0.18
C 2.66910 3.88107 2.82023 0.33 -0.75 0.46
C 2.09923 2.95820 1.76502 0.74 0.49 -0.58
N 1.11557 3.45745 1.01339 -0.32 -0.16 0.17
O 2.62141 1.85915 1.55608 -0.44 0.16 0.13
H 1.91560 4.24002 3.52138 0.00 -0.17 0.10
H 3.21309 4.75668 2.46714 -0.17 -0.13 -0.49
H 3.38784 3.20139 3.27817 0.01 0.45 0.63
H 0.75337 2.87741 0.26654 -0.26 0.00 -0.10
H 0.63905 4.30479 1.28064 0.13 -0.03 -0.24
C 1.43851 0.11142 -1.55193 0.62 0.00 -0.66
C 0.11914 0.76241 -1.31083 0.72 0.81 0.64
N -0.93334 0.00934 -1.21961 -1.71 -2.38 -0.24
O -0.02502 1.96606 -1.17818 0.70 1.52 -0.18
H 1.36127 -0.89946 -1.95091 -0.14 0.03 0.05
H 2.11133 0.09619 -0.69496 -0.37 0.22 0.22
H 1.90681 0.75569 -2.29722 0.25 -0.14 -0.05
H -0.82137 -0.99564 -1.29502 -0.36 0.05 -0.02
H -1.84715 0.43487 -1.19549 0.16 0.06 0.27